DFT (wB97M-V/def2-TZVPD) results for one molecule with the formula C5H14N.

Computed properties:
orbital gap (alpha / beta): 4.61 / 11.96 eV
E_HOMO (alpha / beta): -3.67 / -11.16 eV
total charge: 0
2S+1: 2
energy relative to the best compared isomer or geometry (same formula, charge and spin): 54.9 kcal/mol
total energy: -6898.0021 eV
<S²>: 0.75

The geometry in XYZ format:
```
20
Properties=species:S:1:pos:R:3:forces:R:3
H 0.586 1.244 2.463 -1.2 0.7 -1.6
H 0.046 -0.490 0.999 -0.3 -0.7 1.3
C 0.957 -0.658 -0.874 -0.6 1.1 0.4
H 1.973 -0.445 -0.552 0.1 -0.4 0.3
H 0.909 -0.182 -1.871 -0.3 -0.8 0.2
H -0.323 -2.315 -0.915 0.7 -0.2 -0.7
C 0.320 1.485 0.238 -1.2 -0.5 -0.3
H -0.283 2.065 -0.597 1.5 -0.6 1.9
H -1.802 0.351 -1.368 0.4 0.7 -1.1
H -2.175 -0.041 0.188 -2.3 1.4 2.7
H -1.823 -1.243 -0.671 0.7 -0.4 -0.6
H -1.162 1.462 1.857 0.9 0.2 0.0
H -0.022 2.814 1.845 -0.1 0.9 0.5
H 0.976 -2.570 0.161 -0.1 0.6 -0.8
N 0.697 -2.104 -0.836 1.5 -1.4 0.0
C -1.487 -0.215 -0.531 1.3 -1.3 0.2
H 1.367 -2.609 -1.515 -1.3 0.1 0.4
H 1.425 1.711 0.239 -1.1 -0.5 -0.8
C -0.098 1.765 1.673 -0.3 -0.3 1.2
C -0.082 -0.023 0.067 1.5 1.3 -3.3
```
Forces are in eV/Å.

natural (NBO) population analysis, charges in e, atoms 1 to 4: 0.2095, 0.2128, -0.2791, 0.2177

DFT (wB97M-V/def2-TZVPD) results for one molecule with the formula C5H14N.

Computed properties:
orbital gap (alpha / beta): 4.48 / 12.87 eV
E_HOMO (alpha / beta): -3.49 / -12.06 eV
total charge: 0
2S+1: 2
energy relative to the best compared isomer or geometry (same formula, charge and spin): 31.9 kcal/mol
total energy: -6898.9984 eV
<S²>: 0.75

The geometry in XYZ format:
```
20
Properties=species:S:1:pos:R:3:forces:R:3
C 0.257 1.895 -0.677 0.1 0.6 0.6
H 0.619 1.622 -1.668 -0.1 -0.2 0.0
C 0.619 -0.288 0.399 -0.2 -0.4 1.2
H -0.015 -0.361 2.403 -0.2 -0.1 0.5
H 1.103 2.265 -0.094 0.2 -0.2 0.0
H -1.311 0.055 -1.850 0.3 -0.1 0.2
H -0.888 1.100 0.967 -0.3 0.6 1.2
H -2.049 -0.682 -0.430 -0.2 0.1 0.1
C -0.455 0.761 0.068 1.0 -0.9 -2.3
H 1.508 0.197 0.801 0.1 0.4 -0.4
H -0.574 -1.711 1.477 -0.2 0.1 0.2
C 0.990 -1.291 -0.674 -0.6 -0.2 -1.1
H 2.027 -1.223 -0.986 0.2 -0.1 0.3
H 0.718 -2.314 -0.416 0.4 0.0 0.3
H 1.026 -1.616 1.977 0.2 -0.2 0.4
H 0.399 -1.158 -1.591 0.1 0.4 0.2
H -2.311 1.049 -0.893 -0.4 -0.2 0.2
H -0.365 2.780 -0.771 -0.4 0.0 -0.2
N 0.213 -1.050 1.662 0.0 0.0 -1.1
C -1.595 0.231 -0.809 0.0 0.5 -0.2
```
Forces are in eV/Å.

natural (NBO) population analysis, charges in e, atoms 1 to 4: -0.6102, 0.2091, -0.1187, 0.3195

DFT (wB97M-V/def2-TZVPD) results for an isolated ion of composition C5H14N and charge +1.

Computed properties:
orbital gap: 10.79 eV
E_HOMO: -14.45 eV
total charge: +1
energy relative to the best compared isomer or geometry (same formula, charge and spin): 47.7 kcal/mol
total energy: -6893.7940 eV
SMILES string: CCCCC[NH3+]

The geometry in XYZ format:
```
20
Properties=species:S:1:pos:R:3:forces:R:3
H 0.036 1.817 0.637 -0.5 -0.6 -0.3
C -1.453 -0.596 -0.430 -1.5 -0.3 2.4
C -0.535 -0.344 0.801 -3.8 -1.3 1.1
H 1.010 0.816 1.663 -0.9 0.2 -0.7
H -2.883 0.170 -1.591 -1.7 -1.2 -3.2
H 3.393 -0.631 0.162 -0.3 0.0 0.1
H -1.192 -0.068 1.789 1.3 -0.8 -2.5
H 2.435 1.419 -0.140 -0.7 -0.2 0.2
H 2.154 -1.558 -0.377 -0.2 -0.7 -2.0
H 1.980 -1.066 1.013 0.6 1.1 0.0
H -1.941 1.369 -1.184 1.0 2.0 0.0
H -2.036 -1.552 -0.182 0.5 1.4 -0.3
N 2.375 -0.725 0.109 -0.9 1.3 1.5
C -2.406 0.534 -0.780 3.0 -2.0 -0.9
H 1.408 0.631 -1.363 0.0 -0.2 0.5
H -3.202 0.694 -0.194 -2.3 1.0 3.1
C 1.623 0.686 -0.283 0.3 -1.6 -0.3
C 0.417 0.788 0.687 3.9 0.4 1.6
H -0.330 -1.460 0.908 1.6 1.6 0.8
H -0.856 -0.925 -1.245 0.7 0.1 -1.0
```
Forces are in eV/Å.

natural (NBO) population analysis, charges in e, atoms 1 to 4: 0.2727, -0.3857, -0.4626, 0.2109

DFT (wB97M-V/def2-TZVPD) results for an isolated ion of composition C5H14N and charge +1.

Computed properties:
orbital gap: 11.76 eV
E_HOMO: -15.48 eV
total charge: +1
energy relative to the best compared isomer or geometry (same formula, charge and spin): 0.6 kcal/mol
total energy: -6895.8339 eV
SMILES string: CC(C)CC[NH3+]

The geometry in XYZ format:
```
20
Properties=species:S:1:pos:R:3:forces:R:3
C -1.264 1.082 -0.360 -0.7 0.1 -0.1
H 1.066 -0.967 2.312 0.0 0.1 0.0
H -2.239 0.637 -0.115 0.2 -0.1 0.0
H -0.171 -1.389 -2.499 0.0 0.1 0.1
H -1.570 -1.626 -1.485 -0.2 0.0 0.1
H 1.508 1.364 0.512 0.0 -0.2 -0.1
N 1.813 0.668 1.198 0.4 0.0 0.3
H -0.997 1.681 0.523 0.3 -0.1 -0.2
C 0.665 -0.247 1.599 0.1 0.1 -0.1
H 0.765 -1.710 0.007 0.0 0.0 0.2
H 2.206 1.179 1.993 -0.2 0.0 0.1
H 0.603 0.473 -1.237 0.1 -0.1 0.1
C 0.091 -0.930 0.376 0.0 0.1 -0.4
H -0.834 -1.419 0.694 0.1 -0.1 0.1
C -0.281 -0.010 -0.799 -0.4 0.2 0.4
C -0.918 -0.862 -1.897 0.3 0.0 -0.3
H 2.597 0.131 0.818 -0.2 0.0 -0.3
H -1.504 -0.229 -2.560 0.0 -0.1 -0.1
H -1.479 1.778 -1.180 0.2 -0.1 0.2
H -0.056 0.397 2.099 0.0 -0.1 0.0
```
Forces are in eV/Å.

natural (NBO) population analysis, charges in e, atoms 1 to 4: -0.6333, 0.2377, 0.2286, 0.2240

DFT (wB97M-V/def2-TZVPD) results for C5H14N2 as an isolated structure.

Computed properties:
orbital gap: 8.90 eV
E_HOMO: -8.14 eV
total charge: 0
energy relative to the best compared isomer or geometry (same formula, charge and spin): 93.9 kcal/mol
total energy: -8388.5459 eV

The geometry in XYZ format:
```
21
Properties=species:S:1:pos:R:3:forces:R:3
C 0.298 1.734 0.012 -0.2 -0.4 0.2
H 1.802 1.273 1.530 0.3 -0.3 0.1
H -1.319 -0.196 -3.214 0.3 -0.1 -0.1
N 0.596 -1.145 0.060 -0.7 0.8 0.7
H 1.262 0.414 -1.204 0.1 0.1 -0.2
C 0.222 -1.303 2.456 -0.2 0.3 -0.5
H 0.147 1.464 2.107 0.1 -0.3 0.4
H -0.020 -0.682 3.290 0.0 0.4 0.8
H -0.454 -0.698 0.344 -0.1 -0.6 -1.2
H -0.633 -1.931 2.231 -0.1 -0.1 0.0
H -0.743 -1.245 -1.897 -0.1 -0.2 -0.1
H 1.042 -1.975 2.674 0.3 0.0 0.0
H -2.500 -0.920 -2.211 0.1 -0.3 0.3
N 0.984 1.384 -1.203 -0.6 -0.3 0.1
C 0.529 -0.489 1.198 1.0 -0.7 0.6
C -1.515 -1.105 -2.645 -0.6 0.6 -0.4
H -0.776 1.473 -0.029 0.1 0.0 -0.4
H 0.288 2.820 0.074 0.2 0.1 0.5
H -1.611 -1.939 -3.338 0.2 -0.1 0.1
C 0.767 1.017 1.329 -0.7 0.9 -1.1
H 1.633 2.049 -1.564 0.4 0.1 0.1
```
Forces are in eV/Å.

natural (NBO) population analysis, charges in e, atoms 1 to 4: -0.1967, 0.2412, 0.2148, -0.6974

Question: What is the formula in the fourth record?
Answer: C5H14N

Question: Which of these has the highest energy relative to the best compared isomer or geometry (same formula, charge and spin)?
Answer: C5H14N2

Question: Which value of total charge does entry 3 give?
Answer: +1

Question: total charge of number 1 (C5H14N)?
Answer: 0